DFT (ωB97M-V/def2-TZVPD) results for a single C6H12O molecule in a non-equilibrium geometry.

Cartesian coordinates (Å):
C -0.8680 -1.3090 2.6549
C -0.6783 -0.4592 1.4099
C 0.7761 -0.2641 1.0209
C 1.0131 0.4063 -0.2925
C 0.1320 0.6014 -1.2615
C 0.5211 0.9502 -2.6687
O -0.4936 1.6938 -3.3321
H -0.4171 -0.8753 3.5457
H -0.4338 -2.2900 2.4633
H -1.9270 -1.3450 2.8949
H -1.3290 -0.8089 0.6097
H -1.0848 0.5496 1.5712
H 1.3332 -1.2037 1.0704
H 1.2232 0.3924 1.7667
H 2.0316 0.7084 -0.5501
H -0.9416 0.5600 -1.1060
H 0.7448 0.0419 -3.2336
H 1.4224 1.5619 -2.6871
H -1.0242 1.0892 -3.8761

Calculated values
Energy above the lowest of the compared OMol25 structures with the same formula, charge and spin, kJ/mol: 127.0
Kohn-Sham gap, eV: 10.148
Structure (SMILES): CCC/C=C/CO
Calculated total energy, eV: -8463.0382
HOMO, eV: -9.169